*a*
ORCA calculation (the ωB97M-V functional and the def2-TZVPD basis) on a 2-piece molecular cluster, C5H13N overall.

Its gap between HOMO and LUMO (alpha / beta) is 3.1 / 7.9 eV. The spin multiplicity is 2. As for the HOMO energy (alpha / beta): 0.94 / -4.07 eV. The charge is -1. Its expectation value of S² is 0.753.

Each line ends with the Löwdin charge.
CARTESIAN COORDINATES (ANGSTROEM)
C (-0.266, 0.811, 2.436)  -0.178
C (0.785, 0.157, 1.496)  -0.301
C (0.531, -1.398, 1.901)  -0.173
H (-1.170, 0.481, 1.976)  0.034
H (-0.079, 1.937, 2.472)  0.082
H (-0.348, 0.332, 3.400)  0.041
H (1.829, 0.456, 1.678)  0.074
H (0.827, 0.295, 0.400)  0.072
H (1.278, -2.040, 1.405)  0.043
H (0.723, -1.412, 3.002)  0.049
H (-0.517, -1.704, 1.635)  0.056
C (-1.155, 0.907, -3.013)  -0.313
C (0.533, -0.492, -2.561)  -0.312
N (0.281, 0.715, -2.915)  -0.234
H (-1.492, 0.846, -1.932)  0.017
H (-1.694, 0.096, -3.522)  0.038
H (-1.327, 1.997, -3.284)  0.052
H (1.488, -0.698, -2.082)  -0.021
H (-0.226, -1.287, -2.491)  -0.028

*b*
ORCA calculation (the ωB97M-V functional and the def2-TZVPD basis) on an isolated ion of composition C5H13N and charge -1.

Its gap between HOMO and LUMO (alpha / beta) is 2.5 / 8.9 eV. The spin multiplicity is 2. As for the HOMO energy (alpha / beta): 1.56 / -4.85 eV. The charge is -1. Its expectation value of S² is 0.750.

Each line ends with the Löwdin charge.
CARTESIAN COORDINATES (ANGSTROEM)
C (1.716, 0.739, -0.257)  -0.334
C (1.479, 2.259, -0.137)  -0.175
C (0.613, -0.019, 0.514)  -0.301
N (-0.691, 0.249, -0.100)  -0.111
C (-1.749, -0.677, 0.222)  -0.368
C (-1.527, -2.200, -0.102)  -0.378
H (2.673, 0.547, 0.235)  0.076
H (1.757, 0.381, -1.282)  0.055
H (1.800, 2.815, -1.019)  0.043
H (0.386, 2.372, -0.140)  0.050
H (1.800, 2.697, 0.804)  0.054
H (0.755, -1.098, 0.456)  0.068
H (0.638, 0.420, 1.511)  0.101
H (-0.596, 0.368, -1.092)  0.061
H (-2.657, -0.351, -0.284)  0.072
H (-2.006, -0.719, 1.285)  0.081
H (-1.745, -2.789, 0.790)  0.008
H (-0.536, -2.551, -0.402)  -0.001
H (-2.107, -2.443, -1.003)  0.000

It comes down to *b*, which is 0.0383 hartree more stable than the next structure.

*a*
ORCA calculation (the ωB97M-V functional and the def2-TZVPD basis) on a 3-piece molecular cluster, C4H14NO overall.

Its gap between HOMO and LUMO is 4.3 eV. The spin multiplicity is 1. As for the HOMO energy: -14.51 eV. The charge is +1.

Each line ends with the Löwdin charge.
CARTESIAN COORDINATES (ANGSTROEM)
C (2.459, 0.470, -0.705)  -0.128
C (2.899, -0.280, 0.558)  -0.160
N (-1.413, 0.009, 1.324)  0.279
C (-1.821, 0.879, 0.226)  -0.207
C (-2.951, 0.302, -0.659)  -0.019
H (2.998, 0.089, -1.590)  0.087
H (2.605, 1.549, -0.631)  0.079
H (1.464, 0.072, -0.995)  0.051
H (3.474, 0.286, 1.308)  0.073
H (1.966, -0.692, 1.087)  0.058
H (3.463, -1.199, 0.332)  0.078
H (-0.788, -0.770, 0.985)  0.040
H (-0.889, 0.744, -0.335)  0.102
H (-2.002, 1.934, 0.531)  0.172
H (-3.956, 0.290, -0.222)  0.095
H (-2.905, 0.832, -1.638)  0.117
H (-2.616, -0.722, -0.793)  0.073
H (-2.154, -0.280, 1.964)  0.152
H (0.027, -2.127, -0.688)  0.082
O (0.140, -1.386, -0.058)  -0.024

*b*
ORCA calculation (the ωB97M-V functional and the def2-TZVPD basis) on a 2-piece molecular cluster, C4H14NO overall.

Its gap between HOMO and LUMO is 11.6 eV. The spin multiplicity is 1. As for the HOMO energy: -14.52 eV. The charge is +1.

Each line ends with the Löwdin charge.
CARTESIAN COORDINATES (ANGSTROEM)
C (0.182, -0.790, 0.484)  0.006
C (-1.033, 0.956, 1.588)  0.020
C (0.949, 1.446, 0.312)  -0.020
C (-0.955, 0.872, -0.797)  -0.043
N (-0.235, 0.616, 0.370)  -0.490
H (-0.670, -1.473, 0.641)  0.133
H (0.856, -0.862, 1.354)  0.122
H (0.732, -1.114, -0.415)  0.111
H (-1.284, 2.028, 1.652)  0.126
H (-0.559, 0.648, 2.534)  0.126
H (-1.967, 0.383, 1.460)  0.119
H (1.490, 1.199, -0.617)  0.129
H (1.586, 1.178, 1.172)  0.125
H (0.767, 2.533, 0.335)  0.132
H (-0.371, 0.523, -1.666)  0.133
H (-1.092, 1.964, -0.881)  0.132
H (-1.947, 0.391, -0.824)  0.135
O (0.928, -3.224, -2.375)  -0.093
H (1.553, -3.134, -1.620)  0.036
H (1.070, -4.139, -2.707)  0.061

It comes down to *b*, which is 0.2687 hartree more stable than the next structure.

*a*
ORCA calculation (the ωB97M-V functional and the def2-TZVPD basis) on an isolated molecule of C4H5NS.

Its gap between HOMO and LUMO is 8.9 eV. The spin multiplicity is 1. The SMILES is S=C1CC=CN1. As for the HOMO energy: -8.25 eV.

Each line ends with the Löwdin charge.
CARTESIAN COORDINATES (ANGSTROEM)
S (2.787, -0.099, -0.001)  0.595
C (1.143, -0.103, 0.000)  -0.852
C (0.207, 1.102, -0.004)  -0.160
C (-1.172, 0.472, -0.004)  -0.066
C (-1.019, -0.861, -0.002)  -0.092
N (0.348, -1.188, -0.001)  0.013
H (0.388, 1.721, 0.878)  0.125
H (0.418, 1.673, -0.871)  0.105
H (-2.103, 1.008, -0.008)  0.094
H (-1.744, -1.610, 0.012)  0.096
H (0.748, -2.115, 0.002)  0.142

*b*
ORCA calculation (the ωB97M-V functional and the def2-TZVPD basis) on an isolated molecule of C4H5NS.

Its gap between HOMO and LUMO is 8.6 eV. The spin multiplicity is 1. The SMILES is N=C=C/C=C\S. As for the HOMO energy: -7.94 eV.

Each line ends with the Löwdin charge.
CARTESIAN COORDINATES (ANGSTROEM)
N (-3.105, 0.383, 0.179)  0.169
C (-1.892, 0.339, 0.116)  -0.192
C (-0.621, 0.429, 0.157)  -0.148
C (0.310, -0.666, 0.227)  -0.198
C (1.698, -0.762, 0.083)  -0.534
S (2.938, 0.517, 0.080)  0.707
H (-3.528, 0.664, -0.664)  0.059
H (-0.257, 1.461, 0.032)  0.123
H (-0.245, -1.645, 0.374)  0.121
H (2.106, -1.763, 0.242)  0.042
H (2.099, 1.249, -0.667)  -0.149

*c*
ORCA calculation (the ωB97M-V functional and the def2-TZVPD basis) on an isolated molecule of C4H5NS.

Its gap between HOMO and LUMO is 9.0 eV. The spin multiplicity is 1. The SMILES is SC1=NC=CC1. As for the HOMO energy: -8.42 eV.

Each line ends with the Löwdin charge.
CARTESIAN COORDINATES (ANGSTROEM)
S (2.548, -0.218, 0.223)  0.823
C (0.871, 0.013, 0.207)  -0.781
N (0.378, 1.210, 0.182)  0.011
C (-1.041, 1.064, 0.074)  -0.109
C (-1.373, -0.260, 0.150)  -0.114
C (-0.177, -1.057, -0.026)  -0.185
H (2.842, 1.030, -0.178)  -0.106
H (-1.436, 2.051, 0.034)  0.092
H (-2.431, -0.476, 0.127)  0.094
H (0.035, -1.232, -1.098)  0.140
H (-0.217, -2.123, 0.306)  0.134

It comes down to *a*, which is 0.0454 hartree more stable than the next structure.

*a*
ORCA calculation (the ωB97M-V functional and the def2-TZVPD basis) on C4H5NS as an isolated structure.

Its gap between HOMO and LUMO is 8.8 eV. The spin multiplicity is 1. As for the HOMO energy: -8.41 eV.

Each line ends with the Löwdin charge.
CARTESIAN COORDINATES (ANGSTROEM)
C (2.428, -0.110, 0.151)  -0.478
C (-0.957, 1.186, 0.035)  -0.344
C (-1.872, 0.152, -0.044)  -0.246
C (-2.505, -0.871, 0.072)  0.082
H (2.535, 1.043, -0.317)  0.089
H (2.860, -0.103, 1.322)  0.079
H (3.093, -1.058, -0.363)  0.077
H (-1.447, 2.208, -0.012)  0.133
H (-3.115, -1.882, 0.498)  0.135
N (0.273, 0.952, -0.004)  -0.363
S (0.725, -0.563, -0.149)  0.837

*b*
ORCA calculation (the ωB97M-V functional and the def2-TZVPD basis) on C4H5NS as an isolated structure.

Its gap between HOMO and LUMO is 8.8 eV. The spin multiplicity is 1. As for the HOMO energy: -8.32 eV.

Each line ends with the Löwdin charge.
CARTESIAN COORDINATES (ANGSTROEM)
C (-1.476, -0.039, 0.032)  -0.520
C (0.185, 0.279, -1.011)  0.062
C (-2.658, 0.293, -0.073)  -0.103
C (2.209, -0.173, 0.043)  -0.114
N (0.784, -0.280, -0.013)  -0.625
S (-0.305, -0.764, 1.189)  0.894
H (-3.403, 0.238, 0.816)  0.098
H (-3.039, 0.917, -0.872)  0.063
H (2.321, 0.216, -0.963)  0.068
H (2.684, 0.467, 0.762)  0.084
H (2.698, -1.154, 0.090)  0.092

It comes down to *a*, which is 0.0273 hartree more stable than the next structure.